(1)
ORCA calculation (wB97M-V/def2-TZVPD) on a 2-piece molecular cluster, CH8NO2 overall in a non-equilibrium geometry.

Output
LUMO level (spin up / spin down)   0.9 / 0.6 eV
Charge   0
Multiplicity   2
HOMO (spin up / spin down)   -3.25 / -11.92 eV

Geometry (Å):
H1 -0.70395 -0.16099 0.07591
H2 1.57966 1.21511 -0.81091
H3 2.95268 0.47011 0.65936
N1 0.02967 0.44111 0.50291
H4 -3.51185 -0.47173 -1.35838
C1 1.32906 0.24603 -0.35844
H5 0.16576 -0.00932 1.41351
H6 -0.33182 1.43798 0.60730
O1 -3.01144 -0.54134 -0.55194
H7 -3.60928 -0.42407 0.17020
H8 1.02990 -0.47694 -1.11938
O2 2.31560 -0.22188 0.43502

(2)
ORCA calculation (wB97M-V/def2-TZVPD) on a 9-piece molecular cluster, C32H61Cl3N8O9 overall in a non-equilibrium geometry.

Output
LUMO level   -7.5 eV
Charge   +2
HOMO   -9.94 eV

Geometry (Å):
H1 2.68438 4.45214 -32.53149
H2 -5.89853 8.92601 -24.14430
C1 -4.31104 8.95626 -25.55219
N1 2.88422 0.49291 -23.64575
H3 -2.36365 -8.00378 -22.77372
N2 1.81052 3.81336 -28.69547
H4 4.00640 5.46151 -26.40451
H5 3.12689 6.32515 -27.54402
H6 -4.07297 -2.51126 -29.39591
H7 -6.18564 -2.98297 -18.59827
C2 1.54543 0.76284 -18.71663
H8 1.36103 7.37346 -33.47964
H9 2.49602 2.06208 -29.93221
C3 0.60273 -2.81684 -19.20829
H10 -3.90088 -2.52621 -27.66010
H11 -4.31354 2.20849 -33.52402
O1 -3.07007 3.07882 -32.17876
C4 3.10885 4.21841 -27.91066
H12 -2.99468 3.76808 -23.12464
H13 -5.04262 3.48398 -32.61326
C5 -2.21058 -5.89123 -20.74436
H14 0.78066 -3.78784 -18.77023
C6 3.08507 5.39169 -26.98278
H15 -0.73435 4.74798 -32.92834
H16 -7.22968 -1.58647 -21.16011
H17 1.89871 -1.54565 -17.88993
C7 1.13435 6.46592 -32.92009
N3 -2.28527 -6.01237 -22.09042
H18 2.06308 0.93186 -24.03708
H19 1.10029 3.90218 -27.98288
C8 1.16956 -1.66109 -18.67823
H20 -4.37056 8.79089 -23.33395
H21 -6.04275 -2.87668 -20.96407
O2 -2.12385 -4.80475 -28.94681
O3 -4.74264 9.96259 -26.05334
O4 -5.15385 -0.22796 -19.60477
O5 3.74373 2.39336 -22.88269
H22 -3.19936 7.31249 -25.80367
H23 -3.43239 -6.79769 -23.55155
H24 -6.26634 1.92152 -27.68440
H25 -1.65931 -5.54681 -23.96011
H26 -5.30641 -1.58580 -17.79887
H27 -1.56630 -1.96792 -27.82996
C9 -1.67687 -4.75196 -20.17890
N4 0.86988 -0.43541 -19.26197
C10 -2.42368 5.51887 -31.99750
C11 -6.19239 -1.79883 -20.90122
C12 5.28753 0.50948 -22.84071
C13 -7.34543 1.97064 -27.53860
C14 -0.25262 -2.72171 -20.37215
C15 -2.29636 2.84618 -24.91308
N5 -1.39082 -2.93171 -28.07578
H28 6.14163 1.09639 -23.17859
O6 2.05949 6.22233 -31.86593
H29 -1.94715 -4.45751 -19.17558
N6 -5.80497 -2.04895 -18.54522
O7 -2.01909 1.68435 -25.34905
C16 -2.92039 4.20533 -31.33818
H30 1.22852 5.62996 -33.61320
C17 3.15816 5.41634 -32.34725
H31 3.51829 5.86298 -33.27403
C18 -0.32242 6.63312 -32.40819
C19 -3.02120 -7.15081 -22.60586
C20 -3.75781 -3.13037 -28.55599
H32 -2.34980 3.95365 -30.44422
Cl1 -7.87083 1.08318 -26.12200
C21 -5.75199 -1.28583 -19.60564
H33 -1.21669 -1.42448 -21.70718
H34 -2.94855 5.74788 -32.92495
H35 -3.14367 8.60357 -27.05655
H36 3.11583 -0.44155 -23.95109
H37 -3.81113 3.91197 -33.85274
H38 1.79242 1.64685 -28.33019
H39 -0.90332 7.17816 -33.15223
H40 -3.87443 -7.16131 -21.92763
O8 -1.76405 3.87924 -25.43301
H41 -0.07042 0.62855 -20.74256
O9 4.09215 3.54138 -28.02314
H42 -2.72619 6.32426 -31.32821
H43 -3.91210 4.37932 -30.92066
N7 -0.93454 5.31404 -32.11618
H44 -3.24048 2.03983 -23.11697
C22 -0.90945 -4.11274 -22.38686
C23 -2.33705 -3.69661 -28.58999
C24 -3.22633 2.91656 -23.76445
C25 -0.89647 -3.88142 -21.00071
C26 -0.55427 -1.51227 -20.85872
C27 -1.60897 -5.24322 -22.92488
H45 -2.73275 -6.63983 -20.16702
C28 0.05385 -0.35111 -20.30527
Cl2 -7.86919 1.14411 -28.95157
H46 3.90394 5.42892 -31.55243
H47 2.22949 5.25866 -26.32068
H48 -5.05940 7.39299 -24.21246
H49 0.80623 2.11344 -29.62047
H50 -5.55595 -1.47268 -21.72383
N8 -3.36639 8.25134 -26.13653
H51 -4.24270 -4.09355 -28.39701
H52 2.61444 0.75029 -18.92916
H53 1.65406 4.47722 -29.44039
H54 -0.45124 -3.27901 -27.94667
C29 -4.10973 3.18897 -33.09365
H55 1.47301 0.71723 -17.63000
H56 -4.19984 2.87327 -24.25284
C30 -4.91060 8.47270 -24.22569
H57 5.43242 0.44459 -21.76233
H58 1.06671 1.66785 -19.09062
H59 5.36685 -0.51735 -23.19767
H60 -0.33637 7.22258 -31.49143
H61 -0.31270 -3.48694 -23.03391
C31 1.77105 2.34332 -29.16839
Cl3 -7.93593 3.61220 -27.41956
C32 3.89468 1.19217 -23.10202

(3)
ORCA calculation (wB97M-V/def2-TZVPD) on a 11-piece molecular cluster, C51H125N7O15 overall in a non-equilibrium geometry.

Output
LUMO level   0.5 eV
Charge   0
SMILES   CC1(C)CCCC(C)(C)N1O.CC1(C)CCCC(C)(C)N1O.CC1(C)CCCC(C)(C)N1O.COC[C@H](C)N.COC[C@H](C)N.COC[C@H](C)N.COC[C@H](C)N.OCCO.OCCO.OCCO.OCCO
HOMO   -7.82 eV

Geometry (Å):
O1 1.20129 0.74505 4.33886
C1 -3.28720 0.85165 -2.42375
O2 4.47349 -2.21493 -3.95535
O3 4.82870 3.12430 -2.29422
C2 -2.40068 -0.68116 -4.06922
H1 2.75626 -2.94656 4.21199
H2 5.49977 3.76133 3.91875
H3 2.88583 1.07912 -5.47787
H4 1.80351 -1.32298 -4.22642
H5 -5.04613 2.37820 2.77681
H6 1.93178 5.28926 -2.25293
H7 2.47560 -0.28533 6.39367
C3 3.53966 0.25982 -5.18567
H8 -4.19268 -6.83121 -1.48629
H9 -3.38037 -6.69941 0.77917
H10 -2.08243 -1.44039 5.14338
H11 -4.61781 4.53455 3.09760
H12 -2.94657 -6.95963 -2.73613
C4 -2.05619 4.20106 4.58234
H13 5.14729 -3.66627 -8.27035
H14 -2.40126 -3.08099 -5.00656
H15 1.30493 -1.28673 -5.95818
H16 -3.09773 1.15477 2.24436
O4 -2.96277 -0.51878 6.71139
H17 -4.54571 3.76390 5.78544
C5 3.84216 2.92113 2.84278
H18 0.45728 -0.21398 0.86710
H19 1.12085 1.85690 -1.62099
O5 -2.56851 4.18256 -0.20736
H20 0.52929 -2.25448 -2.05779
H21 4.47770 -5.34371 -6.12090
O6 -3.07438 4.88481 3.89649
H22 6.61193 -4.43521 -6.23558
H23 4.04862 0.15998 6.93333
H24 -1.82072 -7.00278 1.37966
H25 0.42837 -0.53676 -2.03226
C6 -2.09921 -4.53453 -2.78295
H26 -8.18599 3.59095 0.43644
H27 -4.46983 -3.39939 -2.51170
H28 -3.57762 6.55551 2.86343
H29 -3.46061 -0.91558 -5.88888
H30 -2.62333 -0.75544 1.02168
H31 -3.82446 -0.63561 7.13362
H32 1.54998 -1.24849 -0.97575
H33 3.99190 -3.68618 1.91662
H34 -4.00300 -1.55217 3.65455
H35 6.76471 3.65154 -1.93288
H36 -2.67748 -5.32515 2.77705
H37 -0.76014 6.48789 -0.60637
O7 -2.86228 0.62571 -3.73303
H38 -7.07865 1.83209 1.25840
H39 -0.68575 0.17838 -5.55529
C7 2.44877 2.33001 3.04163
H40 2.48925 -0.35615 -7.54375
H41 1.16438 4.10188 2.49289
H42 -0.44233 5.67849 -2.16128
N1 4.49856 -1.98650 -5.34687
H43 4.47646 2.25122 2.25421
C8 4.87338 -2.84555 -7.60416
N2 2.48385 1.31961 4.09661
H44 -2.42779 4.58546 -2.19898
C9 -3.16111 -6.57223 -1.73960
C10 -0.56863 -4.65900 0.56162
H45 -2.73985 6.82025 4.43394
H46 -2.87739 5.97524 -1.14032
C11 2.03051 -1.66863 -5.23322
C12 -2.10249 -7.11720 -0.79101
H47 -1.92410 0.76675 -6.52480
O8 -0.48056 -1.45840 -0.40778
H48 1.87862 -2.74945 -5.21769
H49 -4.55644 -4.98016 -3.27182
O9 2.40456 -3.29080 0.85793
C13 -2.24012 5.09389 -1.25122
H50 1.70732 4.04923 4.24331
C14 2.80130 -2.50903 3.20718
H51 0.64823 1.46938 4.68767
C15 3.59069 2.99104 -1.63283
H52 -1.85977 4.28159 0.44290
H53 1.55927 -0.95260 3.50990
H54 5.60014 5.02642 -1.89351
H55 -1.33626 -2.12042 2.47174
C16 2.44418 2.27726 6.45120
C17 -2.53307 2.84439 5.09131
H56 -5.05173 3.24426 1.25116
H57 0.44290 2.77241 -2.73309
H58 0.89327 1.71572 1.75744
H59 3.00318 -4.24539 -6.46324
H60 2.58055 -4.51047 2.57113
H61 -3.75920 -0.06970 -2.05437
C18 4.52682 2.21527 5.18457
H62 -3.38283 -2.36403 5.81931
H63 1.46185 -3.13849 1.00409
H64 -0.60592 0.55488 -0.30804
H65 -3.15364 -1.30922 -3.56188
H66 -7.62117 2.79040 2.68105
H67 4.11062 4.29016 4.59425
H68 -5.48720 0.19851 5.32547
C19 1.98782 1.71557 1.73963
H69 -0.14132 -5.26247 -0.23849
H70 5.68434 3.88193 -0.56618
C20 3.57889 -2.15662 -8.07718
H71 -1.38316 1.37611 2.72687
H72 5.36041 -1.95239 -3.68728
H73 -1.90519 1.89575 1.25626
C21 -2.42644 -0.99802 -5.57054
C22 3.41288 -0.86860 -7.28696
H74 -1.88926 4.78652 5.50118
C23 2.40658 3.22733 -2.57745
H75 -2.22398 -3.67624 2.39982
H76 2.74041 -2.85489 -7.96797
H77 -3.43901 3.51326 7.02410
H78 1.50442 1.78548 6.73224
H79 5.31135 1.53169 4.85667
C24 -2.69651 -4.56675 1.98609
H80 3.60992 -1.76783 3.26240
C25 2.23938 4.64756 -3.08229
O10 -3.01135 -2.99486 -0.43928
C26 0.54037 -1.41175 -1.36921
H81 -2.69797 2.20594 4.22014
H82 3.43527 3.45649 -0.65742
C27 -1.84302 -2.38050 -5.64074
H83 3.54732 -2.01917 -9.16170
H84 -1.74597 1.20258 6.02708
C28 -3.71419 3.10432 6.04613
H85 0.52781 3.01307 3.60734
H86 -0.32023 -1.04531 2.78621
H87 -2.26891 -5.00101 -3.75783
H88 -3.88161 1.74437 -2.24740
O11 -5.37815 -0.65916 4.90393
C29 2.93190 -3.56301 2.15114
H89 -1.14021 -7.05554 -1.30292
H90 -0.15227 -5.01803 1.50610
H91 -2.01601 -3.47671 -3.03982
C30 -3.09350 -1.34129 5.54415
H92 -1.04593 -4.74227 -2.54478
H93 2.20763 0.64319 1.73167
C31 -2.06071 1.04283 1.93333
C32 6.24450 -3.58714 -5.65089
H94 -2.07106 -2.96446 -6.54206
H95 -1.34511 2.67436 6.70952
H96 6.12171 -4.08007 -4.67780
O12 -5.56688 4.38437 2.91782
C33 -6.98683 2.77927 1.78658
C34 3.43591 0.08992 6.03472
H97 -3.61997 -0.04456 3.88671
H98 -0.79964 -2.59169 -5.41760
H99 -2.11604 -2.71846 -0.71404
H100 3.88385 -0.61456 5.33327
H101 -5.33519 -4.69739 -1.74789
H102 -2.41590 0.98192 -1.75926
H103 4.33887 -0.32543 -7.48343
H104 4.57385 0.59190 -5.33206
H105 2.33729 2.18039 0.82466
H106 1.59023 4.72782 -3.95094
C35 3.18823 1.44954 5.38364
N3 1.12710 2.80990 -1.97996
C36 -2.09264 -4.93868 0.65034
C37 -2.33222 -6.45142 0.58837
H107 0.51459 3.97802 -0.93432
H108 2.92741 2.35098 7.42663
C38 -1.68368 -0.33984 1.38556
H109 -1.15104 4.13561 3.97311
H110 2.19477 3.29022 6.12888
N4 -2.92588 -4.39511 -0.42502
H111 4.73057 2.73046 6.12107
C39 -3.13510 -5.04585 -1.73033
H112 -4.14094 2.12008 6.26793
C40 -0.74817 5.52828 -1.12288
H113 7.00600 -2.82697 -5.49102
C41 3.39758 -1.16252 -5.78132
C42 -0.53723 -0.26936 0.41489
C43 5.76075 3.96915 -1.65646
H114 -2.28529 -8.19502 -0.73110
O13 -7.48027 3.88538 1.01626
H115 -3.78413 -4.49919 1.90910
H116 -0.31769 -3.60962 0.42776
C44 -2.78049 6.21660 3.51974
N5 -1.48577 2.16218 5.84825
H117 3.66605 -4.46878 -4.85240
C45 -5.57044 3.16364 2.21889
H118 5.68879 -2.14656 -7.83260
C46 -4.42496 -4.46736 -2.31196
H119 -1.80007 6.24957 3.03291
O14 1.62484 -1.74435 2.96119
H120 3.55467 1.89881 -1.50130
C47 3.92194 -4.43319 -5.91480
N6 -1.45300 -0.04899 -6.16534
C48 1.48260 3.48812 3.33543
O15 0.05623 4.67170 -0.35107
H121 2.63230 2.66412 -3.49174
H122 3.84997 3.82792 2.22912
H123 -1.44530 -0.77336 -3.53740
C49 4.83721 -3.18932 -6.11947
C50 4.50487 3.36889 4.15363
H124 3.52524 0.19383 -4.09158
H125 3.23728 5.03095 -3.31599
N7 -1.31978 -1.10842 2.58587
C51 -4.04472 -0.85460 4.50182

(4)
ORCA calculation (wB97M-V/def2-TZVPD) on C4H9NO2 as an isolated structure in a non-equilibrium geometry.

Output
LUMO level   0.3 eV
Charge   0
HOMO   -7.68 eV

Geometry (Å):
H1 1.65254 -0.30892 -0.95926
C1 -0.86022 -0.85426 -0.23378
N1 -0.16969 -1.41238 -1.26103
H2 -2.43907 0.50478 0.20182
C2 -1.47952 0.40410 -0.29090
H3 1.85722 0.96496 1.55012
H4 1.29966 -0.68529 1.31887
H5 0.12704 2.02150 0.20627
H6 -1.46328 0.90095 -1.25725
O1 -0.64161 1.40686 2.01924
H7 -0.87856 -1.41116 0.69241
C3 -0.20667 1.20903 0.88421
O2 2.03268 0.35070 -0.36074
C4 1.33084 0.30973 0.85646
H8 0.14963 -2.36534 -1.18014
H9 -0.31099 -1.03524 -2.18629

(5)
ORCA calculation (wB97M-V/def2-TZVPD) on a 2-piece molecular cluster, C10H12N2 overall in a non-equilibrium geometry.

Output
LUMO level (spin up / spin down)   0.5 / 0.5 eV
Charge   0
HOMO (spin up / spin down)   -7.14 / -7.14 eV

Geometry (Å):
C1 -1.66398 1.03776 0.75316
C2 -0.88692 -0.12866 0.61809
H1 2.42963 -1.50119 1.84008
C3 -0.18307 -2.21006 -0.16013
C4 -2.77785 1.19412 0.03824
H2 -4.03437 0.19687 -1.52243
H3 -3.42884 2.11767 -0.00649
C5 1.74997 -2.15911 1.30702
H4 2.80217 1.91364 -1.95751
C6 2.68068 2.10588 0.15751
C7 2.74409 2.42476 -1.08239
C8 -2.44517 -1.02786 -0.94538
N1 0.73146 -1.55417 0.86243
H5 2.82652 2.90481 0.93019
H6 2.36848 -2.93707 0.77961
H7 -0.67023 -3.07531 0.29256
H8 -2.64067 -1.91224 -1.55935
H9 2.78204 3.44201 -1.35080
H10 2.71109 1.03940 0.49825
H11 -1.27783 1.83739 1.44907
C9 -3.17516 0.15982 -0.79446
N2 0.33787 -0.37636 1.25289
H12 0.32483 -2.32358 -1.16963
C10 -1.30470 -1.16852 -0.23054

(6)
ORCA calculation (wB97M-V/def2-TZVPD) on an isolated molecule of C9H9NS in a non-equilibrium geometry.

Output
LUMO level   -0.1 eV
Charge   0
SMILES   CN1Cc2ccccc2C1=S
HOMO   -8.59 eV

Geometry (Å):
H1 3.16448 -0.98437 0.77361
H2 -4.04974 0.49971 -0.04459
S1 0.16330 -3.13352 0.09154
C1 0.22943 -1.56189 -0.09507
C2 -2.88995 0.60178 -0.03378
C3 1.35122 0.64418 0.07936
H3 -0.48368 2.86600 0.44830
C4 -0.77192 -0.45412 -0.04048
C5 -0.10706 0.74434 0.13886
H4 -2.82110 2.78402 0.04055
C6 -2.19616 -0.55594 -0.02158
C7 -2.23459 1.80012 0.11352
H5 -2.70070 -1.51341 -0.24210
H6 1.91778 0.66064 1.00520
H7 2.73062 -2.52961 -0.12625
H8 1.76268 1.40251 -0.60892
H9 3.52252 -1.09647 -1.08448
N1 1.55895 -0.72928 -0.37436
C8 -0.91970 1.89852 0.17838
C9 2.77363 -1.34322 -0.19771